Below is a structure of composition C36H34BiN11S3, with properties calculated with ωB97M-V/def2-TZVPD.

Structure (XYZ):
```
85
Properties=species:S:1:pos:R:3:lowdin_charge:R:1
Bi 1.03443 0.08809 -0.19851 1.48
C 2.87918 -1.25039 2.80088 -0.06
N 1.53660 -1.69476 2.42082 -0.22
C 0.67445 -1.68771 3.59259 -0.09
C 1.52509 -2.89947 1.65399 -0.21
C 0.98219 -4.08570 2.13937 -0.02
C 0.93701 -5.22711 1.34993 -0.08
C 1.44048 -5.20024 0.06005 -0.09
C 1.96657 -4.01863 -0.44059 -0.05
C 2.01096 -2.86400 0.33178 -0.30
N 2.44780 -1.63962 -0.22490 -0.18
C 3.79071 -1.44090 -0.46770 -0.27
C 4.76054 -2.44894 -0.31485 -0.02
C 6.10195 -2.19769 -0.53546 -0.09
C 6.54181 -0.93553 -0.90867 -0.09
C 5.60394 0.07406 -1.04230 -0.04
C 4.25629 -0.16308 -0.82243 -0.22
N 3.29527 0.92940 -0.93597 -0.33
C 3.31206 1.50307 -2.29787 -0.10
C 3.56816 1.98922 0.05336 -0.10
H 3.29480 -1.87961 3.59953 0.10
H 2.82624 -0.22323 3.17206 0.08
H 3.55737 -1.28211 1.95448 0.07
H 1.05797 -2.32400 4.40240 0.09
H -0.32959 -2.02004 3.33655 0.07
H 0.61164 -0.66638 3.97279 0.08
H 0.58622 -4.12888 3.14430 0.10
H 0.50699 -6.13566 1.75105 0.10
H 1.40687 -6.08495 -0.56230 0.10
H 2.32876 -3.96338 -1.46069 0.13
H 4.44829 -3.43954 -0.01662 0.11
H 6.81360 -3.00433 -0.41055 0.10
H 7.58985 -0.73813 -1.08540 0.10
H 5.93048 1.06921 -1.31992 0.11
H 4.28343 1.96136 -2.50208 0.09
H 2.53189 2.25810 -2.37511 0.04
H 3.12467 0.71360 -3.02031 0.07
H 4.54398 2.45080 -0.11669 0.09
H 3.55918 1.56085 1.05742 0.08
H 2.79637 2.75637 -0.02956 0.06
N -3.25618 2.61589 -0.84475 0.12
C -4.46595 2.44432 -1.54488 -0.25
C -4.93741 3.41304 -2.41612 -0.03
C -6.13807 3.20907 -3.08158 -0.08
C -6.88727 2.06630 -2.84600 -0.09
C -6.42531 1.11073 -1.95036 -0.10
C -5.20044 1.28581 -1.32746 -0.46
S -4.48851 0.04497 -0.29635 0.98
N -3.59368 0.98352 0.81515 -0.22
C -3.03621 2.04881 0.38443 -0.39
C -2.07369 2.76909 1.27648 -0.26
C -2.03576 4.15834 1.30209 -0.02
C -1.10373 4.78482 2.10943 -0.05
C -0.24257 4.00266 2.86183 -0.06
C -0.36785 2.62452 2.78016 -0.14
N -1.26013 2.00958 2.01007 0.11
H -2.62072 3.33391 -1.15732 0.09
H -4.34680 4.30138 -2.60085 0.10
H -6.48660 3.95313 -3.78517 0.11
H -7.82693 1.91372 -3.35934 0.10
H -6.99914 0.21370 -1.75350 0.10
H -2.73221 4.72793 0.70206 0.12
H -1.04880 5.86461 2.14968 0.11
H 0.50671 4.44495 3.50387 0.10
H 0.28547 1.98021 3.36158 0.10
S 0.60312 -0.54323 -2.61276 0.59
C -0.33489 0.77834 -3.29399 -0.69
C -0.94836 0.44663 -4.54581 -0.29
N -1.42763 0.14734 -5.54798 0.17
C -0.49766 2.01633 -2.76760 -0.75
S 0.12573 2.60200 -1.25791 0.53
C -1.31081 2.97233 -3.47158 -0.29
N -1.96579 3.78926 -3.94944 0.18
N -3.51457 -1.60730 2.65861 0.13
C -2.73254 -2.01758 1.60367 -0.42
C -1.62008 -1.24054 1.22623 -0.15
N -0.86454 -1.59672 0.20777 -0.06
C -1.18014 -2.70757 -0.47019 -0.14
C -2.23572 -3.48502 -0.04886 -0.10
N -3.01267 -3.15379 0.98386 0.14
H -3.62893 -0.59978 2.69048 0.07
H -4.38728 -2.11070 2.72250 0.10
H -1.37641 -0.32799 1.75908 0.07
H -0.57083 -2.96777 -1.32295 0.09
H -2.47272 -4.40934 -0.56115 0.11
```

The value obtained for the energy is -92621.143 eV. The energy above the lowest of the compared OMol25 structures with the same formula, charge and spin comes out at 9.99 kJ/mol. The calculation puts the LUMO energy at -0.02 eV.



Below is a structure of composition C36H34Cl2CuN4O5S, with properties calculated with ωB97M-V/def2-TZVPD.

Structure (XYZ):
```
83
Properties=species:S:1:pos:R:3:lowdin_charge:R:1
Cu 0.04838 1.08460 0.57068 0.31
Cl -1.09930 -3.07398 3.13038 0.64
C -0.50883 -1.53978 3.71261 -0.59
C -0.44153 -1.32144 5.09218 -0.14
C 0.00082 -0.13332 5.59614 -0.61
Cl 0.01602 0.11432 7.33265 0.62
C 0.42915 0.89979 4.73012 -0.17
C 0.92308 2.15290 5.15299 -0.04
C 1.31465 3.07285 4.22479 -0.06
C 1.21328 2.75685 2.85762 -0.13
N 0.75377 1.60975 2.42982 0.07
C 0.36142 0.67201 3.33662 -0.11
C -0.14853 -0.57347 2.76823 -0.41
O -0.24956 -0.71870 1.50876 -0.14
H -0.74515 -2.11239 5.76539 0.10
H 0.99310 2.36404 6.21182 0.08
H 1.70381 4.03738 4.52463 0.09
H 1.52159 3.46390 2.09494 0.11
C -2.27733 -0.85811 -4.35396 -0.03
N -1.34015 -1.64289 -3.54502 -0.09
N -0.10668 -0.97921 -3.41459 0.04
C 0.23765 -0.86150 -2.05279 -0.39
O 1.27515 -0.38574 -1.64232 0.04
C -0.88029 -1.45005 -1.32577 0.08
C -1.77245 -1.87001 -2.22545 -0.26
C -3.10674 -2.49341 -2.01761 -0.02
C 0.79340 -1.01922 -4.49264 -0.18
C 0.57248 -1.87989 -5.56634 -0.04
C 1.46113 -1.90014 -6.63277 -0.10
C 2.57848 -1.07937 -6.63742 -0.12
C 2.79607 -0.23008 -5.55961 -0.09
C 1.91161 -0.18396 -4.49342 0.00
H -1.81750 -0.63775 -5.31554 0.08
H -2.54721 0.07960 -3.85561 0.10
H -3.17418 -1.45194 -4.52408 0.08
H -0.90584 -1.53051 -0.24796 0.10
H -3.16856 -2.88215 -1.00316 0.09
H -3.26806 -3.30767 -2.72682 0.08
H -3.90829 -1.76057 -2.13315 0.06
H -0.28164 -2.54218 -5.54704 0.10
H 1.28040 -2.57738 -7.45888 0.09
H 3.27504 -1.10536 -7.46590 0.09
H 3.66781 0.41251 -5.54480 0.10
H 2.08080 0.47070 -3.65180 0.11
C -2.42687 2.92987 1.32674 -0.08
C -2.38685 2.75416 -0.19643 -0.62
C -2.42824 4.15707 -0.82156 -0.09
C -1.12611 2.00929 -0.63113 -0.07
C -3.57566 1.90799 -0.65138 -0.17
C -3.95503 0.77565 0.08172 -0.02
C -5.03093 -0.00946 -0.29967 -0.11
C -5.75820 0.29256 -1.44765 -0.14
C -5.37451 1.38684 -2.20894 -0.11
C -4.30100 2.18138 -1.81309 -0.05
H -1.62546 3.60772 1.62789 0.07
H -2.25170 1.98699 1.84588 0.06
H -3.38566 3.34476 1.66186 0.08
H -1.60634 4.74303 -0.40656 0.07
H -3.37110 4.67928 -0.61039 0.08
H -2.28377 4.11897 -1.90334 0.06
H -1.06966 2.05526 -1.73183 0.00
H -3.38752 0.49821 0.96076 0.11
H -5.29961 -0.87050 0.30272 0.10
H -6.60412 -0.31774 -1.74265 0.09
H -5.92042 1.63894 -3.11227 0.09
H -4.03626 3.03686 -2.42119 0.09
N 3.17810 0.39071 0.65697 0.10
C 3.78666 -0.49529 1.55504 -0.32
C 4.99675 -0.14578 2.15892 -0.06
C 5.62196 -0.99903 3.05355 -0.08
C 5.05099 -2.22184 3.38326 -0.28
C 3.83257 -2.56290 2.80493 -0.06
C 3.20221 -1.71470 1.89996 -0.03
S 5.87905 -3.30152 4.55191 0.39
O 5.53114 -2.77652 5.86648 -0.38
O 7.29637 -3.16007 4.22972 -0.40
O 5.33428 -4.62607 4.28048 -0.39
H 3.81146 1.06215 0.25695 0.08
H 2.54527 -0.00770 -0.02279 0.04
H 5.45931 0.80304 1.90084 0.09
H 6.57617 -0.73623 3.49370 0.10
H 3.39136 -3.51840 3.06001 0.11
H 2.25007 -1.98600 1.45465 0.10
```

The value obtained for the energy is -134602.946 eV. The net charge is -2. The energy above the lowest of the compared OMol25 structures with the same formula, charge and spin comes out at 34.21 kJ/mol. The calculation puts the LUMO energy (spin up / spin down) at 3.76 / 3.76 eV. As for the multiplicity: 2.



Below is a structure of composition C36H34N2O5S6Ti, with properties calculated with ωB97M-V/def2-TZVPD.

Structure (XYZ):
```
84
Properties=species:S:1:pos:R:3:lowdin_charge:R:1
Ti 0.44744 0.71885 -0.88783 0.69
S 2.18114 -1.13047 -0.99767 0.71
C 1.56944 -2.55581 -1.81117 -0.65
C 1.62581 -3.79119 -1.15132 -0.12
C 1.22885 -4.96557 -1.76984 -0.09
C 0.76251 -4.94676 -3.08060 -0.10
C 0.71700 -3.73777 -3.75755 -0.12
C 1.10282 -2.55280 -3.13182 -0.56
S 1.01167 -1.02203 -4.01102 0.93
C -0.78825 -0.87311 -4.08010 -0.40
C -1.34086 0.51530 -3.86585 -0.30
C -2.33614 0.89891 -4.75265 -0.02
C -2.92112 2.14239 -4.63610 -0.04
C -2.44532 2.98056 -3.65670 -0.02
C -1.42596 2.55148 -2.81417 -0.29
C -0.94134 3.63534 -1.87738 -0.32
S 0.25293 3.30700 -0.55831 1.04
C 1.71740 4.04743 -1.18522 -0.53
C 2.06890 5.33672 -0.79742 -0.09
C 3.21426 5.91427 -1.31578 -0.09
C 3.99275 5.18259 -2.21101 -0.08
C 3.64430 3.89605 -2.57793 -0.10
C 2.48654 3.29324 -2.06666 -0.64
S 2.04826 1.67701 -2.55514 0.66
N -0.89732 1.32143 -2.87766 0.06
H 1.98931 -3.81079 -0.13125 0.10
H 1.28682 -5.90206 -1.22829 0.10
H 0.45868 -5.86129 -3.57294 0.10
H 0.38681 -3.70166 -4.78921 0.11
H -1.17697 -1.56688 -3.34032 0.03
H -1.15123 -1.22147 -5.04543 0.08
H -2.64210 0.20973 -5.52715 0.11
H -3.71212 2.45471 -5.30555 0.11
H -2.84108 3.98035 -3.53493 0.12
H -1.82102 4.05865 -1.39299 0.10
H -0.48888 4.42247 -2.48189 0.11
H 1.45139 5.86868 -0.08435 0.11
H 3.50585 6.91268 -1.01926 0.10
H 4.89657 5.62065 -2.61660 0.10
H 4.26997 3.33002 -3.25627 0.10
C 3.66606 -2.33460 5.97081 -0.05
C 3.22461 -1.42045 4.85998 -0.27
C 3.03225 -1.90221 3.56779 -0.03
C 2.62877 -1.06756 2.53846 -0.05
C 2.41996 0.27842 2.81148 -0.26
C 2.60379 0.78660 4.09309 -0.04
C 3.00636 -0.06816 5.10603 -0.04
S 1.81541 1.36145 1.55971 0.59
O 1.77740 2.66561 2.16207 -0.29
O 2.54056 1.21894 0.30053 -0.44
N 0.38062 0.80286 1.10441 -0.30
C -0.78117 1.29410 1.84378 -0.15
C -1.89992 1.50920 0.85042 -0.64
O -2.99044 1.91153 1.19659 0.07
O -1.56053 1.22815 -0.38273 -0.23
H 3.76976 -3.36103 5.62191 0.07
H 2.94758 -2.32654 6.79197 0.08
H 4.62771 -2.01705 6.37727 0.08
H 3.20971 -2.95129 3.36107 0.11
H 2.48897 -1.44340 1.53004 0.05
H 2.43967 1.83769 4.28010 0.11
H 3.15691 0.32406 6.10529 0.12
H -0.57088 2.24761 2.33259 0.12
H -1.11454 0.58891 2.60512 0.12
C -4.59786 -1.36465 4.38706 -0.04
C -3.96141 -1.41976 3.02504 -0.25
C -2.65386 -1.88137 2.86977 -0.03
C -2.04283 -1.88780 1.62893 -0.06
C -2.75682 -1.42480 0.53231 -0.40
C -4.05067 -0.94733 0.65713 -0.07
C -4.65009 -0.96279 1.90614 -0.02
S -2.04076 -1.44929 -1.07868 1.05
C -1.84695 -3.20985 -1.24695 -0.19
O -0.56089 -1.04465 -0.96493 -0.65
H -4.10459 -2.04030 5.08478 0.08
H -5.65417 -1.62923 4.34072 0.08
H -4.52916 -0.35444 4.79570 0.09
H -2.10248 -2.22618 3.73675 0.12
H -1.01459 -2.21448 1.51717 0.13
H -4.56851 -0.53955 -0.20172 0.12
H -5.65632 -0.57810 2.01933 0.12
H -1.28795 -3.57422 -0.38795 0.07
H -1.28605 -3.39553 -2.16253 0.04
H -2.84033 -3.65539 -1.29254 0.08
```

The value obtained for the energy is -139231.591 eV. The energy above the lowest of the compared OMol25 structures with the same formula, charge and spin comes out at 9.25 kJ/mol. The calculation puts the LUMO energy at 0.01 eV.